1.
Formula: C30H71O16P
Source: the Open Molecules 2025 dataset
Level of theory: wB97M-V/def2-TZVPD

Geometry as XYZ:
```
118
Properties=species:S:1:pos:R:3:forces:R:3
P 3.406 -6.727 -0.393 -1.63 1.16 0.36
O 5.935 2.470 1.882 0.47 -0.28 -0.15
O 2.606 2.193 1.268 0.81 0.46 1.24
O 0.238 5.532 -2.660 0.66 0.19 0.62
O 2.378 -0.919 -2.191 0.06 -0.35 -0.25
O 2.081 -7.398 0.273 0.29 0.33 -0.50
O 3.482 -7.375 -1.842 0.00 0.16 0.38
O -4.484 -0.978 2.675 0.14 -0.40 -0.35
O -7.544 -3.432 -2.173 -0.46 -0.48 -0.55
O 4.625 -6.698 0.427 -0.16 -0.69 -0.25
O -6.465 -2.820 1.175 -0.34 -0.21 0.15
O -0.675 8.328 -0.528 0.13 -0.07 -1.14
O 0.412 1.169 -1.513 -0.40 -0.52 0.99
O -1.410 10.668 1.304 -0.03 0.31 0.44
O -2.626 1.420 -0.204 0.31 0.09 -0.72
O 2.808 -5.253 -0.663 0.04 -0.79 -0.38
O 1.096 -0.054 3.560 0.17 0.03 1.10
C 2.133 -8.656 0.960 0.80 0.22 0.53
C 2.046 -9.832 0.025 0.65 -1.19 -0.08
C -2.706 11.151 1.596 -0.43 -0.51 -1.05
C 4.968 2.612 0.842 1.39 -0.64 0.29
C 6.570 3.644 2.300 -0.74 0.92 1.04
C -6.727 -1.508 1.638 0.68 -0.15 0.22
C 2.480 1.598 2.555 -1.74 -1.09 -0.07
C -7.133 -2.575 -1.153 0.11 -0.43 0.44
C 1.756 0.247 2.355 0.36 0.62 0.38
C 2.703 0.236 -1.492 0.84 0.95 0.39
C -1.139 10.610 -0.092 0.17 0.74 0.81
C 4.700 -8.058 -2.279 -0.32 0.09 1.14
C -2.481 0.025 -0.381 -0.98 -0.27 0.72
C -7.334 -2.920 -3.477 0.04 0.94 0.79
C 0.333 6.306 -1.499 0.16 2.39 0.59
C 3.631 3.174 1.318 0.54 0.34 -1.99
C 0.809 -1.417 3.763 -1.11 -0.16 -0.62
C -0.291 1.955 -0.549 0.27 0.34 -1.19
C -5.847 -1.241 2.857 -0.57 0.75 0.56
C -7.368 -3.294 0.187 -0.14 0.55 0.54
C -0.866 7.282 -1.481 -0.16 -1.46 1.69
C 2.915 -4.258 0.385 1.05 -0.75 0.31
C 1.476 5.195 -3.228 0.42 -1.89 -1.46
C 1.256 -1.673 -1.746 0.34 0.96 1.06
C 4.416 -8.708 -3.609 -0.54 0.50 0.45
C 1.937 -4.486 1.514 -0.74 0.35 0.23
C 1.799 1.428 -1.723 -1.21 0.18 -1.17
C -3.716 -2.071 2.213 0.35 0.19 -0.42
C -1.737 2.160 -1.032 0.86 -0.48 1.09
C -1.676 9.327 -0.702 1.20 0.63 0.41
H 3.771 3.696 2.265 -0.32 -0.31 0.27
H -1.964 3.215 -0.901 -0.43 -0.02 -0.22
H -7.295 -4.379 0.226 0.47 0.01 -0.77
H -1.867 9.520 -1.762 -0.21 -0.33 -0.05
H -0.056 10.741 -0.152 0.06 -0.76 -0.22
H -7.760 -1.398 1.988 -0.15 -0.12 -0.16
H -7.700 -1.633 -1.108 -0.04 -0.03 -0.38
H -6.546 -0.798 0.825 0.05 0.27 0.16
H -1.680 6.673 -1.070 -0.59 0.14 -0.69
H -1.079 7.654 -2.480 0.05 0.03 -0.11
H 4.969 -8.756 -1.483 0.10 -0.07 -0.17
H 2.117 2.323 -1.184 0.16 -0.19 0.15
H 0.212 2.926 -0.532 0.00 0.04 0.48
H 3.689 0.547 -1.862 -0.06 -0.03 -0.22
H -3.465 10.436 1.248 -0.04 -0.03 0.02
H -2.443 -0.280 -1.428 0.00 0.13 -0.13
H 0.995 -1.361 -0.724 0.00 -0.07 -0.01
H -6.027 -2.024 3.606 0.24 -0.35 -0.26
H -1.662 -0.463 0.160 0.46 0.50 -0.11
H -3.939 -3.001 2.740 -0.01 0.03 0.14
H 0.443 5.786 -0.542 -0.47 -0.62 -0.21
H -1.482 11.530 -0.587 -0.62 -0.25 -0.01
H 1.725 4.124 -3.136 -0.42 -0.01 0.57
H 5.041 -9.583 -3.770 0.54 0.44 -0.41
H 6.907 4.334 1.521 0.06 -0.39 -0.39
H 3.069 -8.588 1.528 0.13 -0.72 -0.19
H 1.364 5.255 -4.316 0.14 0.59 0.08
H 0.988 0.357 1.584 0.35 -0.15 -0.37
H 2.312 -10.770 0.527 0.15 0.27 0.37
H 1.537 -1.974 4.353 0.56 0.08 -0.40
H -6.195 -0.333 3.360 -0.26 0.04 -0.28
H 1.194 6.992 -1.459 0.30 -0.29 -0.66
H -6.075 -2.311 -1.295 0.03 -0.09 0.24
H -8.408 -3.110 0.492 0.03 0.20 0.11
H -2.886 12.064 1.021 -0.05 0.28 0.35
H 3.403 1.432 3.111 0.33 0.18 -0.36
H 1.076 -10.094 -0.398 -0.15 0.77 -0.09
H 2.913 0.105 -0.420 -0.61 -0.45 0.06
H 0.386 -1.415 -2.348 0.01 -0.62 -0.20
H -8.073 -2.145 -3.713 -0.17 -0.13 -0.07
H 3.402 -9.107 -3.652 -0.10 0.22 0.21
H -1.770 1.832 -2.073 -0.29 0.17 -0.11
H 2.790 -9.752 -0.770 -0.22 0.15 -0.14
H 0.575 -1.840 2.782 0.51 -0.58 0.02
H 5.883 4.227 2.934 -0.05 0.14 -0.14
H 4.925 1.594 0.443 -0.77 0.00 0.16
H 2.405 5.666 -2.905 -0.51 0.84 0.28
H 5.440 3.148 0.007 -0.29 0.56 0.21
H -3.371 -0.374 0.105 -0.10 -0.21 -0.31
H 2.516 -0.500 2.108 -0.25 -0.24 -0.23
H 2.956 -3.286 -0.099 -0.55 0.02 -0.03
H -6.371 -2.397 -3.469 0.18 -0.30 -0.46
H -2.896 11.276 2.657 0.55 0.15 0.10
H 1.742 1.664 -2.795 0.93 0.01 -0.01
H 2.176 -3.844 2.364 0.38 -0.18 0.03
H 1.581 -2.710 -1.672 -0.49 -0.13 -0.60
H 3.909 -4.406 0.813 0.05 0.16 0.06
H -7.390 -3.719 -4.208 0.12 -0.12 0.07
H 3.402 3.947 0.576 -0.53 -0.01 0.16
H 1.380 -8.714 1.748 -0.40 0.45 -0.40
H 0.877 -4.271 1.348 0.09 0.02 -0.67
H 1.804 2.186 3.182 0.14 0.28 0.03
H -0.132 -1.570 4.298 -0.03 0.66 0.22
H -3.839 -2.241 1.140 -0.30 -0.12 0.04
H 5.460 -7.279 -2.321 0.24 -0.27 -0.19
H -2.572 9.051 -0.145 -0.30 -0.11 -0.33
H -0.333 1.488 0.434 0.25 0.10 0.14
H -2.672 -1.781 2.335 0.01 -0.12 0.29
H 4.479 -7.861 -4.292 0.19 -0.72 -0.78
H 7.393 3.433 2.980 0.16 -0.46 -0.33
H 1.974 -5.535 1.800 0.17 0.08 0.25
```
Positions in Å, forces in eV/Å.

Properties
Kohn-Sham gap (eV): 9.8
ΔE to the lowest compared entry with this formula, charge and spin (kcal per mole): 41.1
SMILES: CCOP(=O)(OCC)OCC.COCCOCCOC.COCCOCCOC.COCCOCCOC.COCCOCCOC
HOMO energy (eV): -9.13
Energy (eV): -74303.58739
LUMO energy (eV): 0.72

Results of the Löwdin charge analysis, in e, for atoms 1 through 99:
1 P 0.430
2 O -0.195
3 O -0.153
4 O -0.158
5 O -0.163
6 O -0.204
7 O -0.192
8 O -0.168
9 O -0.186
10 O -0.226
11 O -0.160
12 O -0.133
13 O -0.161
14 O -0.187
15 O -0.174
16 O -0.187
17 O -0.180
18 C -0.263
19 C -0.070
20 C -0.115
21 C -0.179
22 C -0.129
23 C -0.191
24 C -0.161
25 C -0.226
26 C -0.196
27 C -0.228
28 C -0.197
29 C -0.256
30 C -0.105
31 C -0.097
32 C -0.219
33 C -0.181
34 C -0.110
35 C -0.165
36 C -0.213
37 C -0.169
38 C -0.180
39 C -0.248
40 C -0.112
41 C -0.079
42 C -0.066
43 C -0.065
44 C -0.179
45 C -0.114
46 C -0.171
47 C -0.183
48 H 0.124
49 H 0.119
50 H 0.130
51 H 0.125
52 H 0.130
53 H 0.128
54 H 0.126
55 H 0.127
56 H 0.127
57 H 0.124
58 H 0.110
59 H 0.105
60 H 0.112
61 H 0.128
62 H 0.077
63 H 0.096
64 H 0.079
65 H 0.130
66 H 0.082
67 H 0.094
68 H 0.123
69 H 0.119
70 H 0.066
71 H 0.080
72 H 0.089
73 H 0.113
74 H 0.089
75 H 0.109
76 H 0.081
77 H 0.088
78 H 0.127
79 H 0.122
80 H 0.128
81 H 0.123
82 H 0.085
83 H 0.133
84 H 0.081
85 H 0.108
86 H 0.089
87 H 0.087
88 H 0.080
89 H 0.127
90 H 0.061
91 H 0.073
92 H 0.080
93 H 0.125
94 H 0.090
95 H 0.122
96 H 0.066
97 H 0.126
98 H 0.100
99 H 0.084


2.
Formula: C7H17N
Source: the Open Molecules 2025 dataset
Level of theory: wB97M-V/def2-TZVPD

Geometry as XYZ:
```
25
Properties=species:S:1:pos:R:3:forces:R:3
N 2.033 -0.734 -0.224 0.21 -0.09 0.11
C 0.138 0.722 1.995 0.02 0.02 0.12
C 1.262 0.293 -3.021 0.50 -0.73 -0.32
C -0.810 0.080 1.016 -0.03 0.76 -0.74
C -1.093 -1.369 1.332 0.08 0.01 -0.16
C -2.077 0.879 0.824 -0.09 -0.01 0.21
C 0.856 -0.675 -0.875 0.42 0.30 -1.65
C 0.061 0.453 -0.987 -1.14 -0.66 2.91
H 2.457 -1.623 -0.028 0.02 0.10 -0.24
H 1.079 0.171 2.077 -0.04 0.04 -0.05
H -2.662 0.937 1.757 0.00 0.00 -0.03
H 2.188 0.829 -2.823 0.02 -0.03 0.07
H -1.674 -1.472 2.265 0.06 0.11 -0.10
H -1.868 1.908 0.516 0.01 -0.02 0.00
H 1.436 -0.670 -3.500 0.13 0.05 -0.09
H 0.365 1.757 1.719 0.01 -0.04 0.00
H 0.455 1.431 -0.756 0.00 0.05 -0.11
H 0.553 0.886 -3.595 -0.16 0.02 0.23
H -2.731 0.429 0.071 0.03 0.00 0.00
H -0.176 -1.947 1.479 0.02 0.00 -0.05
H -0.287 0.757 3.012 -0.05 0.00 -0.06
H -0.873 0.369 -1.514 0.10 0.08 -0.18
H 0.419 -1.635 -1.126 0.04 0.08 0.04
H 2.628 0.076 -0.158 -0.19 -0.03 0.11
H -1.680 -1.850 0.544 0.02 -0.01 0.00
```
Positions in Å, forces in eV/Å.

Properties
Kohn-Sham gap (spin up / spin down) (eV): 6.4 / 6.7
ΔE to the lowest compared entry with this formula, charge and spin (kcal per mole): 124.0
HOMO energy (spin up / spin down) (eV): -5.64 / -5.98
Energy (eV): -9019.84646
LUMO energy (spin up / spin down) (eV): 0.75 / 0.73

Calculated atomic charges, method Löwdin, unit e:
1 N 0.116
2 C -0.119
3 C -0.068
4 C -0.498
5 C -0.109
6 C -0.125
7 C -0.289
8 C -0.074
9 H 0.107
10 H 0.059
11 H 0.078
12 H -0.013
13 H 0.083
14 H 0.073
15 H -0.017
16 H 0.072
17 H 0.098
18 H -0.009
19 H 0.072
20 H 0.066
21 H 0.079
22 H 0.090
23 H 0.136
24 H 0.115
25 H 0.075


3.
Formula: C18H35BrClO3PTa
Source: the Open Molecules 2025 dataset
Level of theory: wB97M-V/def2-TZVPD

Geometry as XYZ:
```
60
Properties=species:S:1:pos:R:3:forces:R:3
Ta -3.184 3.509 0.638 -3.17 -0.42 1.45
Br -5.737 1.744 -2.054 1.30 0.89 -0.34
Cl -0.152 2.673 3.006 -0.23 0.25 -0.58
P -0.641 2.975 0.950 1.42 1.94 -0.39
O -4.393 3.720 -3.668 0.19 -4.62 7.50
O 0.203 4.475 0.531 -1.93 -0.66 0.93
O 4.810 0.934 0.192 2.29 -0.76 -0.57
C 3.896 -2.163 -1.437 0.01 -0.73 0.48
C 0.428 -3.621 0.348 -0.42 -0.21 -0.70
C 4.023 -3.803 -1.268 -0.33 -0.36 0.07
C -2.609 -1.204 0.576 0.04 -0.03 -1.79
C -4.265 3.020 -2.507 1.76 4.68 -6.44
C -3.371 3.862 2.956 -0.61 0.12 0.12
C -2.894 3.285 -1.648 0.22 -0.07 -1.32
C 1.382 -4.432 -0.743 0.28 0.12 0.93
C 2.941 -4.355 -0.151 -0.28 0.53 -0.29
C -2.989 0.276 -0.093 0.77 -0.96 0.64
C 5.171 -1.502 -0.634 0.33 0.33 -0.71
C -1.411 -1.814 -0.418 -1.47 0.15 0.00
C -5.382 4.232 0.456 -10.18 0.28 -0.27
C -6.807 4.290 0.410 8.62 0.10 -0.05
C -1.129 -3.413 -0.191 1.02 0.48 -0.96
C 5.713 0.886 1.367 -0.15 -0.57 0.07
C 5.352 0.115 -0.919 0.15 -0.58 -0.47
C -3.795 1.272 0.930 -0.05 -0.80 0.30
H -3.550 0.031 -1.094 0.89 0.73 1.98
H 5.779 1.939 1.886 -0.51 -2.15 -1.05
H -4.536 3.896 3.162 2.24 -0.05 -0.33
H 4.810 0.407 -1.942 0.88 -0.52 2.51
H -2.676 5.318 0.519 0.27 -0.30 -0.01
H -2.918 2.977 3.573 -0.68 1.90 -0.97
H 3.858 -4.358 -2.309 0.25 1.20 2.23
H 1.017 -5.545 -0.813 0.76 2.09 0.08
H 6.162 -2.014 -1.033 -2.05 0.88 0.79
H -2.283 -1.135 1.697 -0.57 -0.09 -2.16
H 5.124 -4.056 -0.927 -2.19 0.47 -0.62
H -2.071 2.444 -1.827 -2.02 1.43 0.17
H -3.515 1.018 2.060 -0.48 0.30 -2.29
H 1.333 -3.974 -1.831 -0.02 -0.70 2.32
H -2.933 4.916 3.218 -0.68 -2.09 -0.14
H -1.202 -3.935 -1.261 0.09 0.97 2.35
H 0.350 -4.219 1.362 0.65 1.26 -1.97
H -7.963 4.464 0.259 3.09 -0.49 0.42
H 2.865 -1.778 -0.985 2.23 -0.81 -0.92
H -4.978 1.146 0.851 2.52 0.24 0.09
H -1.812 -1.681 -1.530 0.84 -0.12 2.35
H -1.936 -3.907 0.498 1.65 1.03 -1.18
H -0.385 5.265 0.721 0.75 -1.49 -0.26
H -1.937 0.742 -0.405 -2.21 -0.91 0.69
H -0.478 -1.119 -0.299 -1.55 -1.56 -0.21
H 3.875 -1.932 -2.586 0.34 -0.09 2.27
H 5.260 0.044 2.079 1.29 1.99 -1.19
H 0.956 -2.560 0.490 -1.35 -2.35 0.00
H -3.545 -1.929 0.447 1.90 1.54 0.56
H 5.119 -1.717 0.533 -0.06 0.47 -2.55
H -2.416 4.292 -2.067 -1.29 -2.22 0.56
H 2.925 -3.540 0.714 0.15 -1.86 -1.65
H 6.799 0.604 1.028 -1.98 0.39 0.69
H 3.233 -5.395 0.301 -0.40 2.03 -0.89
H 6.510 0.327 -1.118 -2.35 -0.24 0.71
```
Positions in Å, forces in eV/Å.

Properties
Kohn-Sham gap (eV): 6.6
HOMO energy (eV): -5.06
Energy (eV): -118768.21422
LUMO energy (eV): 1.56
Charge: -1

Calculated atomic charges, method Löwdin, unit e:
1 Ta 1.377
2 Br 0.611
3 Cl 0.007
4 P 0.303
5 O -0.174
6 O -0.540
7 O -0.260
8 C -0.209
9 C -0.219
10 C -0.231
11 C -0.212
12 C -0.693
13 C -0.437
14 C -0.389
15 C -0.216
16 C -0.221
17 C -0.351
18 C -0.186
19 C -0.230
20 C -0.330
21 C -0.096
22 C -0.212
23 C -0.124
24 C -0.222
25 C -0.407
26 H 0.069
27 H 0.102
28 H -0.010
29 H 0.137
30 H -0.119
31 H -0.044
32 H 0.111
33 H 0.104
34 H 0.111
35 H 0.109
36 H 0.099
37 H 0.055
38 H 0.044
39 H 0.115
40 H -0.012
41 H 0.106
42 H 0.114
43 H 0.020
44 H 0.121
45 H 0.033
46 H 0.114
47 H 0.103
48 H 0.000
49 H 0.040
50 H 0.103
51 H 0.111
52 H 0.103
53 H 0.102
54 H 0.112
55 H 0.121
56 H 0.068
57 H 0.105
58 H 0.091
59 H 0.103
60 H 0.119


Among the records above, which one has the highest energy? C7H17N